No. 1
{
  "formula": "C8H12IrO2S2",
  "method": "the ωB97M-V functional and the def2-TZVPD basis",
  "mol_weight_g_mol": 396.5,
  "charge": -1,
  "homo_lumo_gap_ev": 6.67,
  "spin_multiplicity": 1,
  "lumo_ev": 3.106,
  "symbols": ["Ir", "C", "C", "S", "C", "C", "S", "H", "H", "H", "H", "H", "H", "C", "C", "O", "H", "H", "H", "C", "C", "O", "H", "H", "H"],
  "positions_angstrom": [[0.553792, 1.065498, 1.099737], [0.246541, -1.486484, -2.720487], [0.283983, -0.329493, -1.750276], [0.731256, -0.787902, -0.111568], [0.034654, 0.949071, -2.078857], [-0.324299, 1.375473, -3.478171], [0.124952, 2.247576, -0.904512], [0.500041, -2.415562, -2.208498], [0.963567, -1.354935, -3.535609], [-0.744237, -1.615260, -3.164404], [-0.278589, 0.547534, -4.187344], [0.356216, 2.158636, -3.821150], [-1.333532, 1.794410, -3.507818], [-2.133663, -0.172959, 1.693331], [-1.151794, 0.931894, 2.019874], [-1.415624, 1.820347, 2.802180], [-3.043735, -0.044495, 2.281373], [-1.675840, -1.142923, 1.888561], [-2.354346, -0.137290, 0.625880], [1.801138, -1.020515, 3.136977], [1.396561, 0.395031, 2.775261], [1.699554, 1.313991, 3.526922], [1.981119, -1.102468, 4.210370], [2.727351, -1.245280, 2.600819], [1.054933, -1.743896, 2.807407]],
  "atomic_forces_ev_per_a": [[-0.3, 0.0, 0.0], [0.0, 0.0, 0.0], [0.0, 0.1, 0.0], [0.0, 0.0, 0.0], [0.0, -0.1, 0.0], [0.0, 0.0, 0.0], [0.0, 0.0, 0.0], [0.0, 0.0, 0.0], [0.0, 0.0, 0.0], [0.0, 0.0, 0.0], [0.0, 0.0, 0.0], [0.0, 0.0, 0.0], [0.0, 0.0, 0.0], [0.0, 0.0, 0.0], [0.2, 0.0, 0.0], [-0.1, 0.1, 0.0], [0.0, 0.0, 0.0], [0.0, 0.0, 0.0], [0.0, 0.0, 0.0], [0.0, 0.0, 0.0], [0.3, 0.0, -0.1], [-0.1, 0.0, 0.1], [0.0, 0.0, 0.0], [0.0, 0.0, 0.0], [0.0, 0.0, 0.0]]
}


No. 2
{
  "formula": "C8H12N",
  "method": "the ωB97M-V functional and the def2-TZVPD basis",
  "mol_weight_g_mol": 122.2,
  "charge": 1,
  "homo_lumo_gap_ev": [7.45, 8.19],
  "s_squared": 2.024,
  "spin_multiplicity": 3,
  "lumo_ev": [-2.934, -5.945],
  "symbols": ["C", "C", "C", "C", "C", "C", "C", "C", "N", "H", "H", "H", "H", "H", "H", "H", "H", "H", "H", "H", "H"],
  "positions_angstrom": [[1.248443, 0.212547, 0.034129], [2.459725, 0.372195, -0.044541], [-0.114829, 0.070279, 0.200754], [-1.358020, 0.959147, 0.020122], [-2.133439, -0.312312, -0.482557], [3.898201, 0.395541, -0.079817], [-1.724962, 2.288137, 0.385492], [-0.748199, -2.388575, 0.237031], [-0.859875, -1.062906, -0.400888], [-3.063123, -0.369413, 0.194798], [-2.395992, 0.039810, -1.452480], [4.405488, -0.606220, -0.266477], [4.215852, 1.023786, -0.886595], [4.307044, 0.814938, 0.898262], [-2.084827, 2.548098, 1.511788], [-2.507382, 2.502038, -0.332007], [-0.835365, 3.100028, 0.401766], [0.241163, -2.794429, 0.230359], [-0.950056, -2.319712, 1.271393], [-1.470643, -3.187033, -0.080638], [-0.529195, -1.285943, -1.359904]],
  "atomic_forces_ev_per_a": [[-1.6, 0.0, 0.2], [0.1, -0.8, 0.1], [1.1, 0.9, -0.3], [1.4, -1.9, 0.7], [-1.1, 4.4, 2.0], [1.3, -0.6, 1.2], [1.0, 2.8, 2.3], [-1.3, -1.6, 0.9], [0.4, -2.4, -1.3], [1.6, -1.4, -0.9], [-0.5, -1.1, -1.2], [-1.0, 1.0, 0.4], [0.3, 0.6, -0.4], [-0.5, -0.5, -1.2], [0.2, -1.2, -2.2], [-0.4, 1.1, 0.2], [-1.8, -2.0, -0.8], [0.8, 0.2, -0.7], [-0.4, 0.6, 1.3], [0.6, 1.2, -0.6], [-0.2, 0.7, 0.3]]
}


No. 3
{
  "formula": "C8H12N2",
  "method": "the ωB97M-V functional and the def2-TZVPD basis",
  "mol_weight_g_mol": 136.2,
  "homo_lumo_gap_ev": 9.27,
  "spin_multiplicity": 1,
  "smiles": "CC1=N[C@]1(C)[C@@]1(C)N=C1C",
  "lumo_ev": 0.946,
  "symbols": ["C", "C", "C", "C", "C", "C", "C", "C", "N", "N", "H", "H", "H", "H", "H", "H", "H", "H", "H", "H", "H", "H"],
  "positions_angstrom": [[1.212604, -1.406531, 0.152041], [-1.468443, 0.184515, -1.029778], [0.301775, -0.288560, 0.766061], [-0.298909, 0.598099, -0.269106], [2.506936, -1.705920, -0.463319], [-2.792383, -0.282681, -1.254776], [0.653839, 0.222955, 2.140019], [-0.156617, 2.101711, -0.178404], [-0.001806, -1.721275, 0.474667], [-0.355949, 0.007051, -1.618088], [3.132089, -1.850091, 0.320220], [2.787183, -0.755365, -1.149676], [2.547067, -2.658238, -0.937714], [-3.474434, 0.532842, -1.565720], [-3.418269, -0.690873, -0.431446], [-2.818042, -1.027637, -1.999840], [0.892729, 1.221466, 2.176046], [1.314192, -0.512912, 2.553598], [-0.277683, 0.305155, 2.799200], [-0.969702, 2.701668, -0.738148], [0.883029, 2.407345, -0.515705], [-0.199205, 2.617275, 0.769868]],
  "atomic_forces_ev_per_a": [[-4.4, 1.9, 1.5], [2.5, -1.3, 0.0], [2.5, -1.0, -1.5], [-1.4, 1.7, 0.8], [-1.6, 2.4, -2.8], [-3.4, 0.6, 0.6], [-3.5, -2.2, 0.5], [0.9, 2.0, -1.1], [2.7, -0.6, -0.1], [-1.0, 0.5, -0.5], [2.5, 0.3, 2.4], [-0.4, -2.5, 1.6], [-0.3, -0.6, -1.1], [0.5, -0.1, -0.2], [1.2, 0.2, 0.2], [0.2, -0.8, -1.1], [1.7, 2.1, -0.3], [0.6, 0.2, 0.7], [0.8, -0.8, -0.6], [1.5, -1.3, 0.3], [-1.2, -0.2, -0.2], [-0.2, -0.7, 0.9]]
}


No. 4
{
  "formula": "C8H12N2O",
  "method": "the ωB97M-V functional and the def2-TZVPD basis",
  "mol_weight_g_mol": 152.2,
  "homo_lumo_gap_ev": 9.70,
  "spin_multiplicity": 1,
  "smiles": "CC(C)(C)n1cnccc1=O",
  "lumo_ev": 0.698,
  "symbols": ["C", "C", "C", "C", "C", "C", "C", "C", "N", "N", "O", "H", "H", "H", "H", "H", "H", "H", "H", "H", "H", "H", "H"],
  "positions_angstrom": [[-0.433709, -1.269761, 2.577001], [-0.160209, -2.465793, 2.087284], [0.111671, -1.755976, -0.044933], [-0.279122, -0.096467, 1.682762], [0.395679, 0.158573, -2.131249], [-1.255181, 1.371205, -0.709623], [1.248793, 1.635244, -0.269713], [0.130111, 0.628409, -0.691136], [0.155328, -2.702139, 0.821353], [0.008679, -0.482510, 0.300171], [-0.312297, 1.032746, 2.015053], [-0.732710, -0.882863, 3.500791], [-0.242681, -3.297172, 2.698532], [0.425079, -2.143393, -0.989114], [1.230820, -0.556865, -2.364347], [-0.510407, -0.479754, -2.427307], [0.498936, 1.067349, -2.901922], [-1.635348, 1.676135, 0.235357], [-1.963087, 0.667714, -1.287371], [-1.169616, 2.276970, -1.414514], [1.030537, 2.290878, -1.176101], [1.143578, 1.953683, 0.815564], [2.315156, 1.373788, -0.326534]],
  "atomic_forces_ev_per_a": [[0.2, 3.3, -2.1], [-0.4, 0.3, 0.5], [1.5, -1.1, 1.1], [0.6, -4.2, -1.1], [-0.9, -0.6, -2.1], [0.2, -0.4, -3.4], [-0.6, 0.4, -0.5], [0.4, 0.6, 0.6], [-0.3, -1.9, -1.0], [-0.6, 1.9, -0.2], [-0.4, 2.7, 0.9], [-0.3, -0.5, 1.7], [0.0, -1.7, 1.2], [-0.3, 0.9, -1.1], [-0.3, 1.0, 0.8], [1.0, 1.1, 0.0], [-0.4, -2.0, 1.9], [-0.2, 0.1, 0.6], [0.7, 1.0, 1.2], [-0.1, -1.2, 1.2], [0.9, 0.6, 2.0], [-0.4, 0.5, -1.9], [-0.4, -0.8, -0.5]]
}


No. 5
{
  "formula": "C8H12N2O2",
  "method": "the ωB97M-V functional and the def2-TZVPD basis",
  "mol_weight_g_mol": 168.2,
  "homo_lumo_gap_ev": 9.81,
  "spin_multiplicity": 1,
  "smiles": "Cn1nccc1C1(C)OCCO1",
  "lumo_ev": 0.842,
  "symbols": ["C", "C", "C", "C", "C", "C", "C", "C", "N", "N", "O", "O", "H", "H", "H", "H", "H", "H", "H", "H", "H", "H", "H", "H"],
  "positions_angstrom": [[-0.498697, -2.035726, 0.910132], [0.542638, -2.646776, 1.578328], [0.117818, -0.891970, 0.393785], [-1.857810, 1.788689, 0.513433], [-0.743613, 2.476176, -0.364646], [-0.496317, 0.144368, -0.516897], [-0.661153, -0.363068, -1.982454], [2.564083, -0.175922, 0.279799], [1.687088, -2.076674, 1.360952], [1.451798, -0.958145, 0.700423], [-1.802842, 0.436409, -0.036757], [0.215108, 1.406459, -0.427316], [-1.576918, -2.049950, 0.954014], [0.590137, -3.606449, 2.113002], [-1.721619, 1.759777, 1.539167], [-2.766120, 2.229950, 0.202061], [-1.120053, 2.526616, -1.344178], [-0.270210, 3.395999, -0.081541], [-0.475273, -1.448069, -1.824959], [0.056127, 0.225858, -2.617445], [-1.710585, -0.144682, -2.216011], [3.081410, 0.350888, 1.211407], [3.289313, -0.869116, -0.035467], [2.105687, 0.525356, -0.308835]],
  "atomic_forces_ev_per_a": [[-0.4, 2.6, -0.2], [-0.1, -2.8, 0.6], [0.8, 0.3, -0.4], [1.6, -0.4, -3.5], [-0.3, -2.7, 1.4], [-0.4, 1.5, 0.2], [0.6, 0.4, 1.4], [1.0, 0.4, 4.2], [1.6, 0.2, 1.0], [-1.9, -1.0, -0.1], [-0.6, 0.9, 0.5], [0.5, -0.5, 0.2], [0.1, -0.7, 0.0], [-0.4, 0.6, -0.2], [0.5, 0.2, 2.0], [-1.3, 0.2, 0.1], [-0.9, 0.7, -1.4], [0.2, 0.2, 0.5], [-0.1, 0.7, -1.3], [-0.7, -1.1, 0.4], [0.4, -0.3, -0.4], [-1.3, -0.9, -1.7], [0.9, -0.4, -1.3], [0.2, 1.9, -2.1]]
}


The calculation returns the following ΔE to the lowest compared entry with this formula, charge and spin values, one per record and in order: 0.013, 0.042, 5.191, 1.459, 3.516 eV.